Entry from the Open Molecules 2025 dataset: an isolated molecule of C6H9NO2 (ωB97M-V with the def2-TZVPD basis set).

```
18
Properties=species:S:1:pos:R:3:forces:R:3
C 2.429926 0.801659 -0.708339 1.6395 3.0384 0.3826
O 2.737370 -0.407700 -0.073041 3.8282 0.6357 -2.1179
C 1.793287 -0.828165 0.644984 -5.2834 -0.8443 5.7446
O 0.545503 -1.057822 -0.218033 4.3974 -1.7838 0.4192
C -0.536818 -0.398139 -0.144704 -5.9429 1.7992 0.7934
C -1.114921 0.784409 0.236907 -0.0933 2.0871 1.3200
C -2.589565 0.764431 0.230382 3.1130 -1.6213 -1.0923
C -2.866287 -0.432914 -0.350732 -0.7990 1.1232 1.3484
N -1.703131 -1.103774 -0.500866 1.7666 -6.9902 0.7071
H 1.984447 1.588302 -0.021360 -0.0633 -1.2891 -0.2817
H 3.411405 1.370404 -0.965966 -1.5985 -1.6032 -0.2871
H 1.734951 0.572285 -1.495530 0.0551 0.4508 -0.6779
H 1.495427 -0.023403 1.482510 0.0127 -1.3817 -1.6828
H 1.982478 -1.794929 1.292133 -0.1227 1.5259 -2.0590
H -0.789494 1.755785 0.581082 1.2437 -0.2658 -0.0522
H -3.036040 1.566772 0.730412 -1.4623 0.8658 -0.1655
H -3.763693 -0.896051 -0.665518 -0.7481 -0.3467 0.0400
H -1.714837 -2.261153 -0.054324 0.0574 4.5999 -2.3390
```
Positions in Å, forces in eV/Å.

Properties
* energy relative to the best compared isomer or geometry (same formula, charge and spin): 4.566 eV
* strongest force on any atom: 7.9 eV/Å
* E: -11948.7528 eV
* SMILES: COCOc1ccc[nH]1
* multiplicity: 1
* HOMO energy: -7.6158 eV

---

Entry from the Open Molecules 2025 dataset: a 9-piece molecular cluster, C57H61ClNO2S overall (ωB97M-V with the def2-TZVPD basis set).

```
123
Properties=species:S:1:pos:R:3:forces:R:3
O 7.524154 0.882120 2.911284 -1.3362 -1.6453 -3.5380
S 7.171617 -0.084213 1.817654 2.5777 -2.4243 4.4675
O 7.806219 -1.447562 2.050535 -2.1519 3.9780 -1.5452
Cl 7.735124 0.630403 -0.085211 -0.6087 0.0947 1.5832
C 5.334788 -0.296975 1.791843 -2.0411 0.8523 0.3202
C 4.513763 1.103767 1.974136 0.2544 -0.1233 0.4357
C 3.100492 0.668500 2.662457 0.3774 -0.1027 -1.5453
C 1.875227 1.641271 2.278767 -1.0604 -0.8880 1.2430
C 0.564132 0.685931 2.155811 -2.3512 -1.6032 0.0179
C -0.488296 0.774472 1.014890 -0.4895 -3.2676 3.3168
C -1.664105 -0.284035 1.060576 3.2463 0.2780 2.8536
C -1.682276 -1.322502 2.235171 0.5451 1.8557 -1.4042
N -0.711331 -1.349980 3.305219 0.5656 3.3704 -3.5158
C 0.364020 -0.390870 3.269177 -0.6074 0.9846 -1.8768
H 4.919504 -0.835370 0.874138 1.1685 0.6744 1.0301
H 5.027568 -0.938570 2.706440 1.3233 0.8887 -1.3803
H 4.368791 1.617661 0.958104 0.0084 -0.9172 1.4571
H 5.092778 1.857458 2.630507 -0.8770 -1.4130 -0.9444
H 3.192789 0.539781 3.795394 0.0235 0.2773 -1.6210
H 2.854107 -0.362975 2.189346 0.3688 1.5637 0.9221
H 2.037264 2.279686 1.347074 -0.2917 -1.1247 1.1971
H 1.667758 2.347849 3.172153 0.3503 -0.9694 -1.5542
H -0.400554 1.560281 0.192176 -0.1630 -1.2998 1.2736
H -2.457193 -0.274461 0.225849 1.3469 -0.3167 1.7092
H -2.509611 -2.113960 2.264627 1.4422 1.2799 0.0648
H -0.734599 -2.045492 4.077834 -0.2101 0.6934 -0.9448
H 1.124031 -0.438327 4.129717 -1.4549 -0.0400 -1.5077
C 0.808777 4.367840 7.454737 0.0713 -0.0420 -0.0154
C 0.392438 3.259131 6.724471 0.0184 -0.0099 -0.0694
C 1.262767 2.192105 6.521860 0.1166 0.1855 0.0692
C 2.547063 2.229574 7.058133 -0.0585 0.0299 -0.0584
C 2.961820 3.336803 7.791501 -0.0332 0.0085 -0.0328
C 2.094767 4.407833 7.986425 -0.0480 -0.1016 -0.0737
H 0.131494 5.201066 7.609895 0.0531 -0.0853 -0.0123
H -0.611151 3.226899 6.312119 0.0716 0.0213 0.0488
H 0.939807 1.329818 5.946355 -0.0318 0.0101 0.0643
H 3.224181 1.395456 6.904312 -0.0273 0.0701 0.0489
H 3.962168 3.365434 8.210943 -0.1037 -0.0068 -0.0477
H 2.420358 5.273091 8.553588 -0.0311 -0.0846 -0.0387
C -0.443959 1.534799 -3.064517 0.1526 -0.0308 -0.0371
C -0.300376 2.187615 -4.285987 0.0224 0.0104 0.0750
C 0.685500 1.782442 -5.180350 -0.0004 -0.0565 0.1031
C 1.522257 0.717298 -4.857807 -0.0725 0.0298 0.0583
C 1.376213 0.062320 -3.638589 -0.0170 0.0174 0.0155
C 0.396207 0.473577 -2.740019 0.0002 0.1230 -0.1171
H -1.211304 1.853385 -2.365374 -0.0049 -0.0010 -0.0858
H -0.957193 3.013218 -4.540179 0.0621 -0.0809 0.0177
H 0.801557 2.295366 -6.128984 -0.0278 -0.0566 0.0830
H 2.287698 0.398164 -5.557158 -0.0712 0.0251 0.0705
H 2.027663 -0.769124 -3.388258 -0.0372 0.0760 -0.0325
H 0.286137 -0.034251 -1.786643 -0.0040 -0.0565 -0.0647
C -4.523645 -0.820389 -4.923850 0.0428 -0.0437 0.0078
C -3.298006 -0.171868 -4.804951 0.0257 -0.1366 -0.0115
C -2.135437 -0.790975 -5.256767 -0.0717 -0.0561 0.0034
C -2.201437 -2.054894 -5.836635 -0.0903 0.0607 0.0649
C -3.427817 -2.701311 -5.958680 0.0064 0.0411 0.0407
C -4.588275 -2.086477 -5.498612 0.0917 0.0490 0.0151
H -5.429206 -0.339041 -4.568598 0.0683 -0.0066 -0.0583
H -3.248226 0.816761 -4.359047 -0.0091 -0.0588 -0.0558
H -1.179200 -0.288408 -5.157972 -0.0822 -0.0450 -0.0301
H -1.296390 -2.535647 -6.193397 -0.0725 0.0433 0.0161
H -3.478949 -3.685959 -6.412286 -0.0003 0.0940 0.0403
H -5.543251 -2.593005 -5.589046 0.0752 0.0474 -0.0078
C 7.535412 -2.196359 -1.757089 0.0037 -0.0385 -0.2341
C 7.208123 -3.046092 -0.704543 -0.1289 -0.0045 -0.0897
C 6.952085 -4.392365 -0.949597 0.0004 0.0576 -0.1382
C 7.032829 -4.891425 -2.246355 -0.0014 0.0689 0.0544
C 7.363593 -4.043086 -3.298346 -0.0167 0.0435 0.0248
C 7.610640 -2.695401 -3.055202 -0.0362 -0.0839 0.0952
H 7.732663 -1.142576 -1.569371 -0.0469 -0.6223 -0.2310
H 7.152107 -2.660042 0.306192 0.0917 -0.1047 -0.0997
H 6.690697 -5.053033 -0.129568 0.0491 0.0477 -0.0575
H 6.838086 -5.941791 -2.436421 0.0286 0.0883 0.0096
H 7.428191 -4.432691 -4.309269 -0.0029 0.0341 0.0962
H 7.863186 -2.033440 -3.876853 0.0032 -0.0606 0.0577
C -6.341286 2.602831 -3.259727 -0.0854 0.0216 -0.1018
C -6.109685 3.831813 -3.870002 -0.0362 -0.0592 -0.0236
C -6.992307 4.307763 -4.834654 -0.0340 -0.0854 0.0408
C -8.112779 3.558683 -5.182279 0.0827 -0.0216 0.0726
C -8.346580 2.331482 -4.569403 0.0564 0.0252 0.0066
C -7.459152 1.851005 -3.611398 0.0510 0.0925 -0.0274
H -5.650773 2.230249 -2.509717 -0.0535 0.0235 -0.0458
H -5.239690 4.419153 -3.594013 -0.0767 -0.0414 -0.0331
H -6.807952 5.262764 -5.315033 -0.0222 -0.0782 0.0488
H -8.803562 3.931995 -5.930857 0.0642 -0.0382 0.0677
H -9.221164 1.748505 -4.839459 0.0897 0.0548 0.0233
H -7.638849 0.891544 -3.137698 -0.0059 0.0728 -0.0261
C 1.681092 7.388508 3.013054 -0.0587 -0.0829 -0.0553
C 1.308736 7.636039 1.695105 -0.0119 -0.0760 0.0351
C 0.584610 6.683353 0.984958 0.0112 -0.0344 0.0557
C 0.224139 5.486122 1.596556 0.1070 0.0595 0.0596
C 0.593404 5.240359 2.915824 0.0517 0.0580 -0.0820
C 1.325429 6.189113 3.623015 -0.0009 0.0124 -0.0358
H 2.248537 8.130223 3.565141 -0.0558 -0.0705 -0.0513
H 1.583952 8.572268 1.220704 -0.0251 -0.0983 0.0431
H 0.300253 6.873936 -0.044455 0.0135 -0.0021 0.0933
H -0.345035 4.744796 1.044314 0.0027 0.0689 0.0230
H 0.310605 4.307040 3.393575 -0.0138 0.0912 0.0250
H 1.617692 5.994587 4.649706 -0.0366 0.0009 -0.0646
C 0.465536 -3.064992 -0.221496 -0.0316 -0.1105 -0.0293
C 0.115740 -3.878844 0.852146 -0.0249 -0.0248 -0.1598
C -0.169150 -5.223887 0.643192 -0.0113 -0.0072 -0.0189
C -0.095107 -5.759476 -0.639350 0.0072 0.1152 0.0061
C 0.258657 -4.947058 -1.712721 -0.0206 0.0290 0.0847
C 0.534854 -3.598832 -1.504976 -0.0052 -0.0139 0.0749
H 0.684289 -2.014010 -0.058132 0.0147 -0.0467 -0.0181
H 0.064175 -3.463805 1.853337 0.0671 -0.0983 -0.0669
H -0.448495 -5.855691 1.479902 0.0415 0.0316 -0.0688
H -0.313053 -6.809656 -0.801846 0.0239 0.1016 0.0168
H 0.318040 -5.364944 -2.712317 -0.0118 0.0532 0.1043
H 0.804957 -2.964624 -2.342753 -0.0321 -0.0529 0.0552
C -4.756237 -6.042372 1.385541 -0.0560 0.0494 0.0495
C -4.258908 -4.772562 1.109596 0.0158 0.0556 0.0332
C -5.022578 -3.646259 1.403154 -0.0137 -0.1913 0.1205
C -6.280348 -3.789924 1.982143 0.0444 -0.0024 0.0104
C -6.775746 -5.059695 2.261391 0.0670 0.0118 -0.0400
C -6.016059 -6.186212 1.959384 0.0686 0.1046 -0.0222
H -4.162364 -6.920252 1.153492 -0.0561 0.0799 0.0069
H -3.274823 -4.660045 0.664080 -0.0673 -0.0380 -0.0237
H -4.637402 -2.655493 1.181363 -0.0789 -0.0224 -0.0539
H -6.873771 -2.912031 2.215378 0.0329 -0.0850 -0.0277
H -7.755506 -5.171704 2.714118 0.0969 0.0156 -0.0588
H -6.405153 -7.176002 2.172242 0.0334 0.0883 -0.0170
```
Positions in Å, forces in eV/Å.

Properties
* strongest force on any atom: 5.7 eV/Å
* charge: +1
* E: -89029.1231 eV
* multiplicity: 1
* HOMO energy: -10.7187 eV

---

Entry from the Open Molecules 2025 dataset: C10H18 as an isolated structure (ωB97M-V with the def2-TZVPD basis set).

```
28
Properties=species:S:1:pos:R:3:forces:R:3
C -1.388993 -0.048323 -0.013900 -0.0755 0.1619 -0.1056
C -2.380621 1.099418 -0.278897 0.1121 -0.1560 0.0476
C -1.402673 -0.352045 1.496485 0.0183 0.0376 -0.1942
C -1.854531 -1.273801 -0.814255 0.0112 0.0948 0.1072
C 0.012360 0.391843 -0.438357 0.5682 -1.9918 0.5580
C 0.379883 1.534844 -0.902544 1.3242 1.1739 -0.1057
H -3.386972 0.797105 0.019715 0.0221 -0.0127 0.0059
H -2.112516 1.991682 0.288968 0.0137 -0.0031 -0.0024
H -2.405927 1.359064 -1.338074 0.0142 -0.0018 -0.0048
H -1.097775 0.527882 2.066074 -0.0045 0.0020 -0.0090
H -0.739045 -1.174037 1.753449 0.0110 -0.0041 0.0108
H -2.411517 -0.630518 1.809427 -0.0037 0.0137 -0.0172
H -2.859365 -1.561793 -0.496612 -0.0038 0.0209 -0.0027
H -1.884449 -1.046555 -1.881833 0.0133 -0.0021 0.0113
H -1.196992 -2.128338 -0.660713 -0.0015 -0.0009 -0.0194
H -0.079719 2.481815 -1.118141 -0.3989 -0.0217 0.0021
C 2.476803 0.128316 0.594658 -1.1343 -1.0902 -0.5729
C 2.813545 1.405771 -0.010866 0.2760 0.4354 -0.0158
C 1.294774 -0.704127 -0.368148 0.0018 3.0864 -0.0147
C 1.074960 -2.022456 0.015488 -0.1912 -1.4214 0.5847
H 2.043748 0.201764 1.590069 -0.0018 -0.0156 0.0094
H 3.304669 -0.570803 0.597611 0.0819 -0.0668 0.0522
H 1.687293 -0.668112 -1.384346 0.0643 0.0283 0.0414
H 2.741165 2.302738 0.593316 0.0893 -0.0113 0.0534
H 1.678452 1.685392 -0.757794 -0.7550 -0.2569 -0.3866
H 3.644137 1.409512 -0.710828 -0.0687 0.0418 -0.0452
H 0.783620 -2.299324 1.019155 -0.0111 -0.0102 0.0111
H 1.265688 -2.836914 -0.669108 0.0283 -0.0300 0.0011
```
Positions in Å, forces in eV/Å.

Properties
* energy relative to the best compared isomer or geometry (same formula, charge and spin): 4.740 eV
* strongest force on any atom: 3.1 eV/Å
* E: -10656.4255 eV
* multiplicity: 1
* HOMO energy (alpha / beta): -7.0082 / -7.5974 eV

---

Entry from the Open Molecules 2025 dataset: an isolated molecule of C5H7N (ωB97M-V with the def2-TZVPD basis set).

```
13
Properties=species:S:1:pos:R:3:forces:R:3
C 0.924944 -1.845301 -1.564070 3.5199 -1.1821 -1.3147
C -0.305128 -1.504805 -1.088820 -4.4622 1.6169 2.5444
C 0.880501 -0.836652 -0.554824 -2.5090 -3.3007 -4.0107
C -0.950161 0.943077 0.884280 -1.4275 -1.2933 2.2710
C 0.484636 1.245249 0.816698 2.8073 0.7123 -3.2339
N 1.466686 0.044143 0.062988 -0.1690 4.0246 4.6542
H 1.368076 -2.552945 -2.258183 0.4613 0.7167 0.2638
H -1.410479 -1.509987 -1.127440 1.1756 -0.0656 0.1431
H -1.494075 0.798795 -0.048162 0.1467 0.7825 -0.0080
H -1.106515 -0.013288 1.396781 0.1677 -0.1993 -0.0159
H -1.410931 1.627303 1.665444 0.2430 -0.2521 -1.4836
H 0.967473 1.533118 1.798402 -0.3380 -0.6657 -1.4163
H 0.584972 2.071293 0.016906 0.3843 -0.8941 1.6065
```
Positions in Å, forces in eV/Å.

Properties
* energy relative to the best compared isomer or geometry (same formula, charge and spin): 3.205 eV
* ⟨S²⟩: 2.03
* strongest force on any atom: 6.2 eV/Å
* E: -6780.3898 eV
* multiplicity: 3
* HOMO energy (alpha / beta): -5.1951 / -9.0969 eV